1.
DFT (ωB97M-V/def2-TZVPD) results for C9H18AsCoF3O7S2Si as an isolated structure.

Geometry as XYZ:
```
42
Properties=species:S:1:pos:R:3:nbo_charge:R:1
Co -1.610 0.892 -0.515 1.0743
F -1.861 -3.540 0.866 -0.3351
C -2.891 -3.405 0.012 0.6758
F -2.477 -3.849 -1.185 -0.3319
F -3.858 -4.248 0.432 -0.3421
S -3.511 -1.669 -0.055 2.3841
O -4.691 -1.789 -0.870 -0.9659
O -3.688 -1.342 1.335 -0.9709
O -2.368 -1.028 -0.714 -0.9959
C -2.090 0.472 3.531 -0.9671
As -1.047 0.654 1.899 1.0177
C 0.218 -0.815 2.220 -0.9830
C 0.149 2.101 2.418 -0.9701
H -1.426 0.516 4.398 0.1850
H -2.621 -0.477 3.499 0.2387
H -2.813 1.285 3.555 0.2517
H 0.697 -0.717 3.198 0.1868
H 0.971 -0.785 1.431 0.2348
H -0.306 -1.769 2.163 0.2271
H 0.548 1.929 3.421 0.1827
H -0.408 3.034 2.372 0.2576
H 0.959 2.137 1.690 0.2296
O -3.420 4.234 -0.474 -1.0157
S -2.802 3.052 0.086 2.5541
O -2.864 3.010 1.550 -1.0523
O -3.375 1.762 -0.496 -1.0419
O -1.348 2.882 -0.355 -1.0227
C 3.112 -1.921 -2.733 -1.1008
Si 2.904 -0.110 -2.263 1.6226
C 4.205 0.277 -0.958 -1.1010
C 3.312 0.921 -3.784 -1.1008
C 1.259 0.225 -1.652 -0.8252
C 0.140 0.480 -1.216 -0.2150
H 4.101 -2.119 -3.160 0.2063
H 2.354 -2.217 -3.461 0.2337
H 2.983 -2.553 -1.851 0.2321
H 5.218 0.103 -1.335 0.2068
H 4.052 -0.348 -0.075 0.2313
H 4.127 1.319 -0.641 0.2336
H 4.320 0.710 -4.155 0.2065
H 3.246 1.984 -3.544 0.2334
H 2.597 0.720 -4.585 0.2313
```

charge = -2
2S+1 = 2
LUMO energy (alpha / beta) = 0.1734 / 0.1734 hartree
E_tot = -5884.5437 a.u.
HOMO (alpha / beta) = -1.979 / -2.599 eV

2.
DFT (ωB97M-V/def2-TZVPD) results for C9H18AuOP as an isolated structure in a non-equilibrium geometry.

Geometry as XYZ:
```
30
Properties=species:S:1:pos:R:3:nbo_charge:R:1
C -3.261 -1.533 -0.465 -0.2027
C -2.881 -2.022 0.825 -0.3289
C -2.599 -0.898 1.651 -0.0712
C -3.187 0.245 1.033 -0.3750
C -3.470 -0.102 -0.322 -0.1299
Au -1.000 -1.359 -3.108 -0.1180
P 0.956 -0.439 -3.764 0.0258
H -3.340 -2.105 -1.387 0.2207
H -2.791 -3.053 1.137 0.2178
H -2.090 -0.917 2.626 0.2090
H -3.749 0.589 -1.118 0.2153
H -3.330 1.195 1.531 0.2172
H 0.908 0.703 -4.613 0.0320
H 1.887 -1.334 -4.359 0.0313
H 1.568 0.051 -2.576 0.0522
C 3.155 -0.697 0.285 -0.6253
C 1.689 -0.502 0.651 -0.0693
O 1.118 0.624 -0.029 -0.5635
C 0.518 1.632 0.802 -0.0555
C 1.524 2.463 1.585 -0.6431
H 3.274 -0.817 -0.797 0.2043
H 3.548 -1.583 0.783 0.2116
H 3.768 0.147 0.626 0.2078
H 1.095 -1.369 0.317 0.1837
H 1.607 -0.401 1.747 0.1677
H -0.027 2.274 0.098 0.1884
H -0.214 1.164 1.484 0.1689
H 2.314 2.855 0.933 0.2121
H 1.035 3.320 2.042 0.2153
H 1.975 1.868 2.383 0.2013
```

2S+1 = 3
LUMO energy (alpha / beta) = 0.0331 / -0.0533 hartree
E_tot = -905.8022 a.u.
HOMO (alpha / beta) = -5.879 / -7.719 eV

3.
DFT (ωB97M-V/def2-TZVPD) results for a 2-piece molecular cluster, C9H18BF3O10PS2 overall in a non-equilibrium geometry.

Geometry as XYZ:
```
44
Properties=species:S:1:pos:R:3:nbo_charge:R:1
C -0.763 4.547 0.023 -0.6204
C -0.862 3.138 -0.778 -0.2100
C -2.333 3.081 -1.394 -0.6281
C -0.568 2.006 0.293 -0.4494
C -0.567 0.519 -0.273 -0.0592
P 0.868 -0.288 0.721 1.2710
O 1.096 -1.907 0.232 -0.9785
O 0.272 -0.310 2.331 -1.0019
C -0.321 0.246 -1.830 -0.1134
O -1.622 -0.218 -2.274 -0.7276
B -2.245 -0.902 -1.113 0.4487
S -4.166 -1.023 -1.227 1.7599
O -4.658 -0.527 -2.574 -0.9240
O -4.490 -2.492 -1.043 -0.9334
C -5.007 -0.091 0.167 0.7465
F -4.728 1.274 0.137 -0.3296
F -4.521 -0.601 1.386 -0.3326
F -6.383 -0.275 0.197 -0.3268
O -1.756 -0.202 0.095 -0.7465
H 0.066 5.213 -0.364 0.2048
H -0.542 4.315 1.122 0.1996
H -1.764 5.100 0.024 0.2059
H -0.128 3.170 -1.640 0.2035
H -2.526 2.187 -2.059 0.2528
H -2.466 4.046 -1.998 0.1904
H -3.110 3.155 -0.558 0.2064
H -1.265 2.030 1.185 0.2228
H 0.484 2.204 0.702 0.2033
H 0.436 -2.455 0.715 0.4877
H 0.026 0.597 2.606 0.4927
H 0.208 1.021 -2.458 0.1906
H 0.304 -0.707 -1.986 0.1848
H -1.872 -2.036 -1.256 -0.0887
C 4.668 -4.122 0.865 -0.0984
C 5.924 -3.598 1.541 -0.1015
O 5.960 -2.208 1.226 -0.6859
S 4.438 -1.650 1.107 2.5198
O 4.087 -1.041 2.353 -0.8839
O 4.301 -0.986 -0.149 -0.8721
O 3.697 -3.089 1.020 -0.6647
H 4.831 -4.278 -0.205 0.1892
H 4.312 -5.048 1.316 0.2059
H 6.826 -4.096 1.187 0.2034
H 5.857 -3.697 2.629 0.1868
```

charge = -1
LUMO energy = 0.0775 hartree
E_tot = -2568.3684 a.u.
HOMO = -4.699 eV

4.
DFT (ωB97M-V/def2-TZVPD) results for a 2-piece molecular cluster, C9H18BFN2O3S overall in a non-equilibrium geometry.

Geometry as XYZ:
```
35
Properties=species:S:1:pos:R:3:nbo_charge:R:1
C 2.164 1.989 2.528 -0.7114
C 2.267 2.230 1.042 0.3816
C 3.572 2.831 0.587 -0.6755
N 1.386 1.930 0.180 -0.7087
B 0.015 1.819 0.612 1.0635
N -0.519 0.550 1.175 -1.1570
C -0.989 3.055 0.445 -0.8933
C -1.381 3.608 1.770 0.8908
O -2.230 3.168 2.476 -0.5453
F -0.669 4.692 2.150 -0.3457
H 1.893 2.913 3.036 0.2361
H 3.151 1.700 2.881 0.2268
H 1.485 1.180 2.763 0.2372
H 4.292 2.025 0.437 0.2290
H 3.423 3.304 -0.373 0.2324
H 3.984 3.501 1.334 0.2176
H -1.310 0.297 0.587 0.4079
H -0.897 0.736 2.100 0.3902
H -1.914 2.670 0.025 0.2677
H -0.632 3.837 -0.219 0.2529
C -0.649 -4.404 -1.804 -0.4061
C -0.056 -3.134 -2.431 -0.4022
C -1.183 -2.097 -2.515 -0.6762
S -2.320 -2.485 -1.179 2.1772
O -3.580 -2.894 -1.745 -0.9385
O -2.253 -1.453 -0.174 -0.9578
C -1.453 -3.935 -0.595 -0.6744
H 0.126 -5.112 -1.515 0.2265
H -1.308 -4.899 -2.520 0.2154
H 0.746 -2.755 -1.796 0.2142
H 0.369 -3.330 -3.414 0.2252
H -0.820 -1.081 -2.383 0.2518
H -1.737 -2.173 -3.449 0.2476
H -2.175 -4.664 -0.237 0.2563
H -0.801 -3.620 0.219 0.2442
```

LUMO energy = 0.0195 hartree
E_tot = -1211.9121 a.u.
HOMO = -9.254 eV
SMILES = CC(C)=NB(N)CC(=O)F.O=S1(=O)CCCC1

Number 1: molecular weight 521.3 Da. Number 2: molecular weight 370.2 Da. Number 3: molecular weight 449.1 Da. Number 4: molecular weight 264.1 Da.